# C45H117N7O17

A cluster of 10 separate species, C45H117N7O17 in total in a non-equilibrium geometry (the ωB97M-V functional and the def2-TZVPD basis, OMol25).

Atoms and positions in Å:
C 1.44113 -1.64895 4.14183
O 0.68433 -1.24343 3.01221
C 1.26409 -1.92241 1.84351
C 0.72777 -1.16547 0.54861
N 0.99053 0.25272 0.78555
C 0.26549 1.13070 -0.17481
C 0.24857 2.61518 0.20185
O -1.00449 3.02167 0.80131
C -1.25768 4.48374 0.90307
H 2.51018 -1.43693 4.12566
H 1.38236 -2.73505 4.21284
H 0.92352 -1.18511 4.98149
H 0.79794 -2.90519 1.77312
H 2.33743 -2.11164 1.85804
H -0.32522 -1.41469 0.41748
H 1.25965 -1.55305 -0.32029
H 0.78028 0.39772 1.76272
H -0.73091 0.77101 -0.43155
H 0.93526 1.07916 -1.03321
H 0.27032 3.14071 -0.75285
H 1.08315 2.95328 0.81608
H -2.27510 4.72190 1.21328
H -1.16171 4.82304 -0.12831
H -0.58536 5.04660 1.55058
C 3.43135 3.65278 -2.00962
O 2.64051 2.94513 -2.93713
C 2.93148 1.51059 -2.99934
C 1.94207 0.70890 -3.92296
N 2.34603 1.10871 -5.28860
C 1.25769 0.76160 -6.22475
C 1.54546 1.09993 -7.65705
O 1.75270 2.55148 -7.85375
C 1.90803 2.92146 -9.23399
H 3.21657 3.40929 -0.96910
H 3.13700 4.69754 -2.10927
H 4.51488 3.60869 -2.11974
H 2.85996 1.04591 -2.01595
H 3.92278 1.30960 -3.40557
H 0.92094 1.03205 -3.72057
H 2.05081 -0.37008 -3.81302
H 2.39383 2.11231 -5.18562
H 0.44308 1.43334 -5.95405
H 0.98632 -0.29249 -6.16679
H 0.76430 0.71116 -8.31032
H 2.43609 0.59974 -8.03742
H 1.99122 4.00449 -9.32474
H 1.07313 2.53796 -9.82047
H 2.90308 2.56333 -9.49804
C -0.02783 -3.11105 9.06444
O -0.02037 -3.66496 7.70895
C -0.52618 -5.03114 7.73241
C -0.80093 -5.53077 6.35725
N 0.45555 -5.80293 5.66068
C 0.42269 -6.23078 4.23221
C 1.76729 -6.40394 3.51313
O 2.33006 -5.07890 3.59491
C 3.36191 -4.92442 2.63168
H 0.49185 -3.68031 9.83513
H -1.06820 -2.96407 9.35448
H 0.23334 -2.05372 9.02033
H -1.41794 -5.15747 8.34634
H 0.17720 -5.70959 8.21517
H -1.22894 -4.67748 5.83113
H -1.59705 -6.26619 6.24131
H 1.08280 -5.01319 5.71520
H -0.17903 -5.50126 3.69015
H -0.16742 -7.13653 4.09261
H 1.42471 -6.56888 2.49159
H 2.47010 -7.17712 3.82353
H 2.97365 -4.75949 1.62662
H 4.11760 -5.70987 2.64215
H 3.94187 -4.02568 2.84146
C 1.57204 -4.01396 -2.78037
O 0.82478 -3.73013 -1.56484
C 0.02817 -4.72718 -0.96145
C -1.26303 -4.93248 -1.75656
N -1.97234 -3.68703 -1.77906
C -3.11893 -3.64485 -2.64844
C -2.81858 -3.69697 -4.18067
O -2.04397 -2.57454 -4.61310
C -1.66635 -2.66307 -6.02162
H 1.95451 -3.10597 -3.24660
H 0.93164 -4.60699 -3.43328
H 2.41296 -4.63976 -2.48148
H -0.29717 -4.37515 0.01749
H 0.46454 -5.71571 -0.81832
H -1.87104 -5.74146 -1.35162
H -0.98912 -5.26399 -2.75814
H -1.33076 -2.98790 -2.12503
H -3.49822 -2.65589 -2.39116
H -3.91568 -4.30833 -2.31217
H -3.78587 -3.71674 -4.68273
H -2.36646 -4.64755 -4.46367
H -1.27631 -1.74089 -6.45237
H -2.43866 -2.95588 -6.73288
H -0.95622 -3.47355 -6.18577
C 6.03961 3.51011 -9.11905
O 5.32364 4.23118 -8.13847
C 5.31846 3.85506 -6.75789
C 4.34381 4.73851 -5.94204
N 2.91423 4.63866 -6.29444
C 2.16665 5.36463 -5.29326
C 0.69368 4.87639 -5.43682
O -0.21028 5.51445 -4.57626
C -0.22952 5.15299 -3.20689
H 7.11282 3.57416 -8.93953
H 5.86248 3.90214 -10.12057
H 5.68003 2.48334 -9.05165
H 6.31526 4.16598 -6.44514
H 5.17869 2.79489 -6.54670
H 4.66398 5.77373 -6.05999
H 4.47503 4.41665 -4.90895
H 2.49472 3.76161 -6.56813
H 2.24388 6.45065 -5.34520
H 2.41712 5.05614 -4.27827
H 0.65519 3.81352 -5.19820
H 0.27918 5.05575 -6.42884
H 0.68062 5.42182 -2.67072
H -0.23542 4.06312 -3.22265
H -1.08389 5.49144 -2.62072
C -3.46339 4.00177 4.72325
O -2.34494 4.82163 4.93362
C -2.51071 6.10188 4.40115
C -1.28326 6.99959 4.48631
N -0.23600 6.40788 3.65779
C 1.07191 6.99816 3.76741
C 2.06695 6.38777 2.75268
O 2.13274 4.98056 2.96103
C 3.18692 4.33997 2.27449
H -3.39405 3.04695 5.24440
H -3.50255 3.74567 3.66449
H -4.39474 4.46334 5.05134
H -3.34067 6.54702 4.94988
H -2.75698 6.02469 3.34214
H -0.99953 7.13737 5.52968
H -1.64670 7.99149 4.21773
H -0.13250 5.40728 3.74828
H 1.43834 7.06718 4.79165
H 0.91878 8.05388 3.54353
H 3.00825 6.91889 2.89403
H 1.73383 6.50498 1.72148
H 4.08115 4.77769 2.71818
H 3.15491 4.43879 1.18946
H 3.22684 3.27990 2.52499
C -2.42017 -2.06220 2.84262
O -3.79694 -2.40662 2.58750
C -4.13934 -2.89214 1.24679
C -3.67653 -4.37609 1.13766
N -4.48502 -5.32069 1.95627
C -3.89964 -5.54032 3.27706
C -4.83297 -6.36122 4.20334
O -4.32414 -6.40165 5.53397
C -5.24815 -6.81403 6.57660
H -1.89759 -1.46232 2.09753
H -1.84934 -2.95314 3.10431
H -2.36998 -1.46721 3.75453
H -3.70882 -2.21936 0.50509
H -5.20484 -2.73658 1.07763
H -2.61996 -4.52608 1.35965
H -3.85310 -4.63824 0.09449
H -5.40874 -4.93224 2.08256
H -3.87901 -4.52851 3.68193
H -2.91426 -5.99634 3.18125
H -4.90446 -7.38651 3.84035
H -5.81931 -5.89811 4.17603
H -5.64169 -7.80551 6.35258
H -6.08474 -6.11713 6.52603
H -4.73243 -6.73618 7.53371
C -3.85194 1.40170 0.59802
O -2.77219 1.05253 1.32605
H -3.71458 0.96321 -0.39039
H -4.65686 0.95346 1.18050
H -3.96650 2.47669 0.73718
H -2.04978 1.68071 1.25461
C 0.94117 2.03966 4.24400
O 1.17647 3.30805 4.82903
H 0.71383 2.14461 3.18315
H 1.73429 1.30986 4.40663
H 0.06763 1.55174 4.67640
H 1.36461 3.97033 4.16001
C -1.99523 0.16227 -2.66289
O -0.93427 -0.57018 -3.19478
H -1.81752 1.21250 -2.43155
H -2.84346 0.12385 -3.34636
H -2.28128 -0.33988 -1.73870
H -1.24464 -1.40700 -3.54835

Its molar mass is 1028.5 g/mol. Its spin multiplicity is 2. The orbital gap (alpha / beta) comes out at 1.40 / 8.42 eV. The calculation puts the total energy at -3446.56355 Eh. Its HOMO energy (alpha / beta) is 0.57 / -6.46 eV. The relative energy (zero: lowest compared OMol25 entry of this formula, charge and spin) comes out at 0.0 kcal per mole. As for the net charge: -1. The max |F| is 0.0736 Eh/bohr.